Run P
Entry from the OMol25 dataset: a structure of composition C34H56BrN9PS3Tc (the ωB97M-V functional and the def2-TZVPD basis).

Expectation value of S²: 3.782
Spin multiplicity: 4
Frontier orbital gap (alpha / beta), eV: 7.1 / 6.3
Lowest unoccupied orbital energy (alpha / beta), eV: -2.99 / -3.82
Charge: +1

The geometry in XYZ format:
```
105
C34H56BrN9PS3Tc (the ωB97M-V functional and the def2-TZVPD basis)
Tc -0.35832 0.65366 0.53749
S -1.94840 1.92796 1.86979
C -1.21187 3.38153 1.30870
S 0.11347 3.03524 0.26659
C -1.66047 4.63161 1.62460
C -2.80793 4.77798 2.45249
N -3.74884 4.85794 3.11097
C -1.02643 5.79500 1.11024
N -0.51962 6.73409 0.67902
C 6.89665 1.10812 0.03219
C 6.50511 1.21150 1.50635
C 5.21700 2.00605 1.74679
C 4.00672 1.49007 0.96910
N 3.74874 0.07977 1.24499
C 2.73551 -0.42482 1.95537
S 1.43329 0.55060 2.46468
N 2.80426 -1.73421 2.23565
C 1.97416 -2.44142 3.20700
C 2.53176 -2.40747 4.63216
C 3.74270 -3.30775 4.89581
C 5.04309 -2.86947 4.21426
H 7.87518 0.64040 -0.06975
H 6.94772 2.10029 -0.41939
H 6.18547 0.51187 -0.54591
H 7.30881 1.70716 2.05225
H 6.42109 0.20955 1.94139
H 5.37530 3.04488 1.44935
H 4.98138 2.00406 2.81378
H 4.17269 1.60554 -0.10353
H 3.11901 2.05668 1.23895
H 4.53405 -0.52946 1.05783
H 3.66911 -2.19873 2.00324
H 1.86660 -3.47381 2.86727
H 0.99584 -1.97024 3.20068
H 1.72079 -2.71766 5.29544
H 2.77797 -1.37185 4.88462
H 3.50434 -4.33322 4.60063
H 3.90996 -3.32027 5.97381
H 5.06870 -3.14651 3.15723
H 5.89779 -3.35657 4.68188
H 5.18564 -1.78977 4.30166
N -2.61616 -1.97583 4.71104
C -2.14183 -2.11870 3.45653
C -1.53103 -1.03587 2.79136
N -1.08957 -1.13959 1.54434
C -1.18512 -2.34876 0.96607
C -1.74742 -3.41258 1.64382
N -2.24283 -3.31231 2.86824
H -2.70075 -1.06501 5.12533
H -3.13641 -2.73533 5.11553
H -1.41348 -0.09669 3.31189
H -0.82481 -2.44869 -0.04598
H -1.82180 -4.38473 1.17056
Br 4.38612 -0.95170 -4.11994
C 3.17252 -0.52105 -2.74742
C 2.54181 -1.51867 -2.01897
C 1.63875 -1.15113 -1.04481
N 1.31973 0.11955 -0.76309
C 1.96533 1.07133 -1.45597
C 2.89173 0.80129 -2.44228
H 2.74189 -2.56243 -2.21482
H 1.15592 -1.91309 -0.44629
H 1.74363 2.10121 -1.22323
H 3.36874 1.61552 -2.96890
C -1.57040 -2.08805 -2.83838
C -2.94151 -1.41060 -2.68017
C -3.70482 -1.47064 -4.00447
C -3.74563 -2.17147 -1.61732
P -2.67817 0.35847 -2.02235
N -1.55192 0.30853 -0.90767
C -4.31070 1.00399 -1.29349
C -4.13752 2.50799 -1.04638
C -4.54549 0.32864 0.06543
C -5.51624 0.77698 -2.20736
C -2.08400 1.46217 -3.45182
C -3.16686 1.80746 -4.47452
C -1.46971 2.74445 -2.87908
C -0.95269 0.69137 -4.14812
H -1.67725 -3.16761 -2.70656
H -0.87228 -1.71055 -2.09333
H -1.14139 -1.92347 -3.82495
H -3.89837 -2.51941 -4.24403
H -3.13503 -1.04712 -4.83039
H -4.66648 -0.96130 -3.94735
H -3.69571 -3.24225 -1.82878
H -4.79680 -1.88976 -1.63147
H -3.34803 -2.00284 -0.61862
H -3.25135 2.70723 -0.44214
H -5.00758 2.87023 -0.49554
H -4.08346 3.07617 -1.97211
H -3.61331 0.23512 0.61837
H -5.00315 -0.65440 -0.02757
H -5.22110 0.94874 0.65766
H -5.36030 1.17724 -3.20901
H -6.37525 1.29535 -1.77475
H -5.78267 -0.27629 -2.28789
H -3.93467 2.45800 -4.05801
H -3.64725 0.92302 -4.89235
H -2.69388 2.34649 -5.29927
H -2.21033 3.48929 -2.60536
H -0.82755 3.19633 -3.63933
H -0.85698 2.52620 -2.00935
H -1.32800 -0.14404 -4.73690
H -0.22232 0.32645 -3.42213
H -0.43690 1.36879 -4.83181
```



Run Q
Entry from the OMol25 dataset: a structure of composition C34H56BrN9PS3Tc (the ωB97M-V functional and the def2-TZVPD basis).

Expectation value of S²: 3.779
Spin multiplicity: 4
Frontier orbital gap (alpha / beta), eV: 7.6 / 6.8
Lowest unoccupied orbital energy (alpha / beta), eV: -2.72 / -3.79
Charge: +1

The geometry in XYZ format:
```
105
C34H56BrN9PS3Tc (the ωB97M-V functional and the def2-TZVPD basis)
Tc 0.13441 -0.33941 0.46040
S -0.07207 -2.54904 1.24201
C -1.36050 -1.99104 2.28591
S -1.43119 -0.26237 2.36865
C -2.29529 -2.83446 2.82819
C -2.26914 -4.21910 2.50998
N -2.22507 -5.31061 2.15230
C -3.46352 -2.29791 3.43574
N -4.41738 -1.80420 3.84411
C -7.27048 0.11662 0.64850
C -6.46847 0.21677 -0.64147
C -5.14651 0.96282 -0.48050
C -4.21458 0.35871 0.55887
N -3.97692 -1.05700 0.32118
C -3.01270 -1.58904 -0.41092
S -1.80141 -0.57553 -1.15157
N -2.98536 -2.89849 -0.59961
C -2.08656 -3.61653 -1.49170
C -2.59634 -3.69484 -2.92364
C -3.77118 -4.63856 -3.15866
C -5.09805 -4.17712 -2.56998
H -8.23217 -0.36293 0.48151
H -7.46218 1.10353 1.06687
H -6.75516 -0.45896 1.41819
H -7.06300 0.72365 -1.40427
H -6.27913 -0.78489 -1.04062
H -5.34459 1.99209 -0.17225
H -4.62260 1.01478 -1.43854
H -4.62577 0.42252 1.56644
H -3.24495 0.86018 0.57286
H -4.67208 -1.68795 0.70277
H -3.70690 -3.45080 -0.15359
H -1.95488 -4.60695 -1.05175
H -1.12188 -3.10803 -1.45075
H -1.75379 -4.01161 -3.54250
H -2.85442 -2.68379 -3.25607
H -3.52260 -5.62901 -2.77059
H -3.89362 -4.76323 -4.23569
H -5.12967 -4.25989 -1.48367
H -5.91933 -4.78551 -2.94367
H -5.30789 -3.13958 -2.83298
N -0.59725 3.92410 -2.90250
C -0.58173 3.51365 -1.61490
C -0.21141 2.19314 -1.27875
N -0.18823 1.80323 -0.01847
C -0.51650 2.68644 0.93863
C -0.86681 3.97382 0.58442
N -0.90369 4.39261 -0.67321
H -0.53716 3.26422 -3.65631
H -0.96129 4.84166 -3.09889
H 0.06460 1.46575 -2.02797
H -0.50084 2.34818 1.96390
H -1.13229 4.69132 1.34807
Br 4.78058 1.78129 4.97065
C 3.52794 1.16737 3.72303
C 2.76121 0.04339 3.99388
C 1.83724 -0.36696 3.05370
N 1.67478 0.25894 1.88084
C 2.42510 1.33796 1.62667
C 3.35413 1.83446 2.51835
H 2.86280 -0.50155 4.91854
H 1.20066 -1.22417 3.22790
H 2.28024 1.81061 0.66731
H 3.93099 2.70924 2.26725
C 1.76397 -0.10443 -4.19645
C 1.98753 -1.47613 -3.54338
C 0.61150 -2.15817 -3.52012
C 2.90927 -2.29657 -4.45074
P 2.61368 -1.21265 -1.78917
N 1.40833 -0.67552 -0.89546
C 3.25615 -2.83281 -1.08148
C 4.57612 -3.32696 -1.68476
C 2.19113 -3.91740 -1.31047
C 3.44238 -2.71449 0.44223
C 3.99772 0.06129 -1.82735
C 5.02565 -0.13330 -2.94541
C 4.76608 0.00195 -0.49943
C 3.38568 1.46875 -1.95341
H 1.21305 -0.26403 -5.12237
H 2.68650 0.40606 -4.45250
H 1.16974 0.55114 -3.56521
H 0.20992 -2.11585 -4.53282
H -0.08505 -1.64913 -2.85727
H 0.65681 -3.20438 -3.23879
H 2.50101 -2.26369 -5.46246
H 2.94361 -3.34227 -4.15718
H 3.92596 -1.91835 -4.50196
H 4.54298 -3.44263 -2.76440
H 4.78978 -4.31040 -1.26201
H 5.41446 -2.68423 -1.43002
H 2.13535 -4.23089 -2.34967
H 1.20267 -3.60488 -0.98018
H 2.47138 -4.79222 -0.72466
H 4.37119 -2.22462 0.71730
H 3.47476 -3.72289 0.85378
H 2.61394 -2.19412 0.91630
H 5.48633 -1.11740 -2.93193
H 5.82243 0.59718 -2.79974
H 4.61171 0.03929 -3.93483
H 5.40973 -0.87050 -0.43498
H 4.11189 0.00659 0.36691
H 5.40982 0.87997 -0.44344
H 3.24670 1.76461 -2.98924
H 4.06558 2.19001 -1.50216
H 2.42405 1.54396 -1.44805
```



Short version: run Q is the most stable of them.